Entry 1:
Here is a single C6H8N4S molecule in a non-equilibrium geometry from OMol25. Energies are from the ωB97M-V functional and the def2-TZVPD basis.

Cartesian coordinates (Å):
C1 -0.608 1.303 2.302
C2 -0.178 0.029 2.705
C3 -0.334 0.850 0.112
C4 -0.060 -0.576 0.414
C5 0.378 1.344 -2.227
C6 0.389 -2.866 -0.097
N1 -0.733 1.705 1.047
N2 -0.102 -0.929 1.749
N3 -0.358 1.509 -1.120
N4 0.224 -1.482 -0.438
S1 0.012 2.190 -3.632
H1 -0.766 2.215 2.923
H2 -0.198 -0.398 3.662
H3 1.021 0.484 -2.089
H4 1.293 -3.137 0.465
H5 -0.494 -3.043 0.650
H6 0.305 -3.355 -1.030
H7 -0.786 2.390 -0.957
H8 0.995 1.768 -4.440

Values from the calculation:
Kohn-Sham gap (spin up / spin down) in eV: 6.47 / 5.51
Spin multiplicity: 1
Energy relative to the best compared isomer or geometry (same formula, charge and spin) in kcal per mole: 54.9
Net charge: 0
LUMO (spin up / spin down) in eV: -0.5 / -1.1

Entry 2:
Here is a single C6H8N4S molecule in a non-equilibrium geometry from OMol25. Energies are from the ωB97M-V functional and the def2-TZVPD basis.

Cartesian coordinates (Å):
N1 -4.253 -1.137 0.113
C1 -3.240 -0.713 0.548
C2 -1.819 -0.097 0.689
C3 -1.345 0.689 -0.561
N2 -0.041 1.217 -0.364
N3 -0.019 2.723 -0.101
C4 1.029 0.511 -0.072
N4 2.114 0.835 0.485
C5 2.805 -0.436 0.747
C6 2.352 -1.585 0.188
S1 0.928 -1.242 -0.761
H1 -0.927 -0.767 0.756
H2 -1.971 0.636 1.500
H3 -1.293 0.200 -1.569
H4 -2.082 1.601 -0.652
H5 0.390 2.588 0.845
H6 0.991 2.989 -0.831
H7 3.682 -0.576 1.639
H8 3.062 -2.477 0.315

Values from the calculation:
Kohn-Sham gap in eV: 9.08
Spin multiplicity: 1
Energy relative to the best compared isomer or geometry (same formula, charge and spin) in kcal per mole: 81.6
Net charge: 0
LUMO in eV: 0.5

Entry 3:
Here is a gas-phase ion, C6H8NO2 (charge +1) in a non-equilibrium geometry from OMol25. Energies are from the ωB97M-V functional and the def2-TZVPD basis.

Cartesian coordinates (Å):
C1 0.981 1.390 -0.248
C2 2.020 0.473 -0.090
C3 -0.360 1.249 -0.207
C4 3.111 -0.039 0.072
C5 -0.712 -1.108 -0.303
C6 -2.488 0.248 0.450
N1 -1.127 0.090 -0.038
O1 4.074 -0.860 0.244
O2 -1.509 -2.134 -0.125
H1 1.325 2.406 -0.402
H2 0.308 -1.239 -0.645
H3 -0.965 2.137 -0.300
H4 -2.651 1.272 0.773
H5 -3.208 -0.006 -0.326
H6 -2.645 -0.431 1.286
H7 4.955 -0.460 0.217
H8 -1.110 -2.986 -0.356

Values from the calculation:
Kohn-Sham gap (spin up / spin down) in eV: 6.85 / 7.77
Spin multiplicity: 3
Energy relative to the best compared isomer or geometry (same formula, charge and spin) in kcal per mole: 0.0
Net charge: +1
LUMO (spin up / spin down) in eV: -3.0 / -6.8

Entry 4:
Here is a molecular structure, C6H8NO2S in a non-equilibrium geometry from OMol25. Energies are from the ωB97M-V functional and the def2-TZVPD basis.

Cartesian coordinates (Å):
C1 -1.368 0.888 -1.055
C2 -0.604 -1.021 -0.267
C3 -2.537 1.079 0.030
C4 0.225 0.067 0.084
C5 2.622 -0.900 0.176
C6 1.522 -0.052 0.872
N1 -0.177 1.204 -0.421
O1 -1.439 -0.490 -1.325
O2 -0.454 -2.211 -0.104
S1 -2.335 -0.265 1.122
H1 -1.535 1.411 -1.906
H2 -2.598 2.030 0.429
H3 -3.440 0.903 -0.572
H4 2.611 -0.652 -0.839
H5 2.627 -1.919 0.252
H6 3.610 -0.627 0.587
H7 1.992 0.981 1.105
H8 1.279 -0.427 1.832

Values from the calculation:
Kohn-Sham gap in eV: 7.12
Spin multiplicity: 1
Energy relative to the best compared isomer or geometry (same formula, charge and spin) in kcal per mole: 18.7
Net charge: -1
LUMO in eV: 3.8

Entry 5:
Here is 2 unconnected molecules or ions with the total composition C6H8NO3S in a non-equilibrium geometry from OMol25. Energies are from the ωB97M-V functional and the def2-TZVPD basis.

Cartesian coordinates (Å):
C1 -0.897 -2.138 0.621
C2 1.561 0.018 0.311
C3 0.237 0.237 0.395
C4 2.552 -0.199 1.393
C5 -0.371 0.416 -2.044
C6 -0.753 0.360 -0.529
N1 -0.933 -3.248 0.915
O1 -2.558 0.372 1.418
O2 -2.376 2.339 -0.173
O3 -3.407 0.199 -0.921
S1 -2.457 0.870 0.025
H1 2.080 -0.169 -0.610
H2 -0.142 0.280 1.431
H3 2.149 0.428 2.318
H4 2.500 -1.210 1.725
H5 3.705 0.093 1.033
H6 0.529 -0.182 -2.400
H7 -1.309 0.071 -2.637
H8 -0.110 1.463 -2.273

Values from the calculation:
Kohn-Sham gap (spin up / spin down) in eV: 6.18 / 6.84
Spin multiplicity: 1
Energy relative to the best compared isomer or geometry (same formula, charge and spin) in kcal per mole: 100.6
Net charge: -1
LUMO (spin up / spin down) in eV: 1.1 / 1.3

Entry 6:
Here is a single C6H8NO4PS2 molecule in a non-equilibrium geometry from OMol25. Energies are from the ωB97M-V functional and the def2-TZVPD basis.

Cartesian coordinates (Å):
C1 -1.627 -0.982 0.315
C2 -0.626 -0.562 -0.755
C3 0.032 0.754 -0.378
S1 1.378 1.190 -1.548
P1 2.970 1.398 -0.209
O1 3.510 2.837 -0.599
S2 2.726 1.035 1.695
O2 4.203 0.514 -0.850
C4 4.289 -0.885 -0.309
C5 5.049 -1.007 0.886
N1 5.651 -1.116 1.851
O3 4.504 -1.851 -1.370
C6 3.325 -1.867 -0.830
O4 2.256 -2.342 -0.824
H1 -1.121 -1.157 1.262
H2 -2.379 -0.207 0.463
H3 -2.131 -1.898 0.015
H4 -1.130 -0.454 -1.716
H5 0.137 -1.335 -0.860
H6 -0.682 1.574 -0.409
H7 0.471 0.702 0.620
H8 4.147 3.192 0.027

Values from the calculation:
Kohn-Sham gap in eV: 9.92
Spin multiplicity: 1
Energy relative to the best compared isomer or geometry (same formula, charge and spin) in kcal per mole: 0.0
Net charge: 0
LUMO in eV: 0.3

Entry 7:
Here is 2 unconnected molecules or ions with the total composition C6H8NOS in a non-equilibrium geometry from OMol25. Energies are from the ωB97M-V functional and the def2-TZVPD basis.

Cartesian coordinates (Å):
C1 -1.212 1.528 0.717
C2 -1.867 2.200 1.700
C3 0.033 1.067 2.500
C4 1.673 -0.671 -0.507
C5 -0.039 -1.595 -1.930
C6 1.521 -1.560 -1.620
N1 -0.131 0.825 1.201
O1 1.639 0.131 0.272
S1 -1.180 1.981 3.257
H1 -1.443 1.314 -0.368
H2 -2.704 2.877 1.568
H3 0.689 0.511 3.113
H4 -0.707 -1.270 -0.982
H5 -0.103 -0.905 -2.809
H6 -0.213 -2.599 -2.231
H7 2.072 -1.177 -2.511
H8 1.971 -2.656 -1.370

Values from the calculation:
Kohn-Sham gap in eV: 8.02
Spin multiplicity: 1
Energy relative to the best compared isomer or geometry (same formula, charge and spin) in kcal per mole: 64.8
Net charge: +1
LUMO in eV: -4.6

Entry 8:
Here is a molecular structure, C6H8NS in a non-equilibrium geometry from OMol25. Energies are from the ωB97M-V functional and the def2-TZVPD basis.

Cartesian coordinates (Å):
C1 1.071 -2.327 -1.121
C2 1.096 -1.142 -0.927
C3 0.773 0.904 0.142
C4 -0.684 2.041 0.610
C5 -1.185 -0.597 0.801
C6 0.834 0.365 -1.216
N1 -0.406 0.636 0.961
S1 -0.462 1.783 2.308
H1 1.155 -3.449 -1.022
H2 1.729 0.986 0.567
H3 -1.463 2.204 0.032
H4 -2.065 -0.357 1.374
H5 -1.187 -0.997 -0.268
H6 -0.630 -1.339 1.320
H7 1.550 0.895 -1.780
H8 -0.125 0.393 -1.782

Values from the calculation:
Kohn-Sham gap in eV: 9.04
Spin multiplicity: 1
Energy relative to the best compared isomer or geometry (same formula, charge and spin) in kcal per mole: 136.2
Net charge: +1
LUMO in eV: -4.9